Entry A
Density functional theory data (ωB97M-V/def2-TZVPD) for a cluster of 2 separate species, C4H6FNO in total.

```
13
Properties=species:S:1:pos:R:3:nbo_charge:R:1
C -2.02 -1.90 0.38 -0.40
N -1.45 -1.37 -0.83 -0.54
C -0.49 -0.88 -1.32 0.85
O 0.28 -0.35 -1.98 -0.53
H -2.67 -2.69 0.06 0.21
H -1.18 -2.17 1.02 0.21
H -2.60 -1.13 0.83 0.21
C 2.18 1.55 -0.26 -0.53
C 1.37 1.87 0.73 0.24
F 0.04 1.61 0.83 -0.35
H 1.64 1.16 -1.12 0.25
H 3.14 1.97 0.00 0.23
H 1.77 2.32 1.66 0.15
```

Values from the calculation:
* orbital gap: 10.80 eV
* SMILES: CN=C=O.C=CF
* HOMO energy: -10.0 eV


Entry B
Density functional theory data (ωB97M-V/def2-TZVPD) for the molecule C4H6FNO.

```
13
Properties=species:S:1:pos:R:3:nbo_charge:R:1
C -1.07 1.40 -0.11 -0.40
C -1.32 0.04 0.10 0.31
F -2.64 -0.15 0.08 -0.33
C -0.45 -1.10 0.06 -0.08
N 0.86 -1.04 -0.15 -0.09
O 1.41 0.23 -0.18 -0.41
C 2.80 0.31 0.17 -0.26
H -1.91 2.11 0.01 0.21
H -0.12 1.68 -0.26 0.21
H -0.72 -2.24 -0.09 0.24
H 2.91 1.44 0.26 0.20
H 3.06 0.08 1.19 0.19
H 3.60 -0.16 -0.63 0.19
```

Values from the calculation:
* orbital gap: 9.16 eV
* SMILES: C=C(F)/C=N\OC
* HOMO energy: -9.0 eV


If we sort the structures by their calculated energies, the order from most to least stable is entry A, entry B.


Entry A
Density functional theory data (ωB97M-V/def2-TZVPD) for the molecule C4H6FNO.

```
13
Properties=species:S:1:pos:R:3:nbo_charge:R:1
O -1.65 -0.18 -1.26 -0.52
C -0.53 -0.34 -0.86 0.68
C 0.79 -0.87 -1.65 -0.05
F 0.69 -0.36 -2.97 -0.37
N -0.05 -0.19 0.46 -0.50
C 0.41 0.95 1.20 -0.24
C -0.93 0.25 1.56 -0.25
H 1.66 -0.36 -1.19 0.19
H 0.86 -2.07 -1.77 0.21
H 0.25 2.05 0.92 0.21
H 1.34 0.84 1.89 0.21
H -1.87 0.65 1.17 0.22
H -0.97 -0.37 2.51 0.21
```

Values from the calculation:
* orbital gap: 10.95 eV
* SMILES: O=C(CF)N1CC1
* HOMO energy: -10.1 eV


Entry B
Density functional theory data (ωB97M-V/def2-TZVPD) for the molecule C4H6FNO.

```
13
Properties=species:S:1:pos:R:3:nbo_charge:R:1
C -0.08 -1.92 1.04 -0.48
C -0.38 -1.01 0.12 0.41
F -1.70 -0.85 -0.13 -0.35
C 0.58 -0.23 -0.82 -0.56
C 0.72 1.25 -0.19 0.69
N -0.48 1.94 -0.14 -0.84
O 1.73 1.74 0.30 -0.60
H -0.95 -2.47 1.51 0.23
H 0.93 -2.15 1.19 0.22
H 0.05 0.00 -1.77 0.24
H 1.49 -0.71 -1.08 0.25
H -1.37 1.64 -0.43 0.40
H -0.55 2.77 0.40 0.40
```

Values from the calculation:
* orbital gap: 10.45 eV
* SMILES: C=C(F)CC(N)=O
* HOMO energy: -9.6 eV


If we sort the structures by their calculated energies, the order from most to least stable is entry B, entry A.


Entry A
Density functional theory data (ωB97M-V/def2-TZVPD) for the molecule CH2N2O3.

```
8
Properties=species:S:1:pos:R:3:nbo_charge:R:1
O -1.62 -1.24 1.52 -0.22
N -0.60 -0.88 1.02 0.30
O -0.66 0.54 1.06 -0.25
N -0.14 1.31 0.03 -0.20
C 0.62 0.71 -0.80 0.36
O 0.91 -0.55 -0.83 -0.70
H 1.03 1.35 -1.73 0.20
H 0.46 -1.24 -0.25 0.51
```

Values from the calculation:
* orbital gap: 9.21 eV
* SMILES: O=NO/N=C\O
* HOMO energy: -10.2 eV


Entry B
Density functional theory data (ωB97M-V/def2-TZVPD) for a cluster of 2 separate species, CH2N2O3 in total.

```
8
Properties=species:S:1:pos:R:3:nbo_charge:R:1
C -1.74 -0.54 0.05 0.64
N 2.02 -0.07 -0.31 -0.38
N 1.08 0.56 0.00 0.59
O -0.51 -0.50 0.19 -0.57
O -2.55 0.26 -0.37 -0.62
O 0.78 1.62 0.35 -0.22
H -2.12 -1.60 0.47 0.12
H 3.03 0.29 -0.38 0.43
```

Values from the calculation:
* orbital gap (spin up / spin down): 7.41 / 7.00 eV
* HOMO energy (spin up / spin down): -9.8 / -9.6 eV


Entry C
Density functional theory data (ωB97M-V/def2-TZVPD) for a cluster of 3 separate species, CH2N2O3 in total.

```
8
Properties=species:S:1:pos:R:3:nbo_charge:R:1
C -1.00 -2.92 1.62 0.90
N -0.27 -2.64 2.55 -0.48
N 0.86 -2.67 3.36 0.67
O 1.71 -3.42 3.08 -0.30
O 0.82 -1.86 4.25 -0.32
O -1.81 -3.03 0.76 -0.47
H -1.45 -0.06 -3.82 0.00
H -1.08 0.09 -4.62 0.00
```

Values from the calculation:
* orbital gap: 10.97 eV
* HOMO energy: -11.6 eV


Entry D
Density functional theory data (ωB97M-V/def2-TZVPD) for a cluster of 2 separate species, CH2N2O3 in total.

```
8
Properties=species:S:1:pos:R:3:nbo_charge:R:1
C 1.57 0.08 0.03 -0.09
N -0.37 0.53 -0.08 0.10
N -1.28 -0.54 -0.13 0.58
O -0.55 1.75 -0.24 -0.27
O -0.75 -1.64 -0.23 -0.37
O -2.42 -0.23 0.05 -0.32
H 2.02 1.02 0.26 0.17
H 1.79 -0.97 0.32 0.19
```

Values from the calculation:
* orbital gap (spin up / spin down): 8.36 / 9.13 eV
* HOMO energy (spin up / spin down): -9.7 / -10.6 eV


If we sort the structures by their calculated energies, the order from most to least stable is entry A, entry C, entry B, entry D.


Entry A
Density functional theory data (ωB97M-V/def2-TZVPD) for the molecule C4H8N2O3.

```
17
Properties=species:S:1:pos:R:3:nbo_charge:R:1
C 1.26 1.29 -1.32 -0.45
N 1.17 0.05 -0.61 -0.33
C 0.36 -0.98 -1.01 -0.23
C -0.28 -0.31 0.19 0.12
C -0.10 -0.64 1.63 -0.09
O -1.32 -1.30 1.93 -0.73
N -1.35 0.59 -0.09 0.51
O -1.52 0.86 -1.28 -0.42
O -1.99 0.97 0.86 -0.34
H 1.82 0.93 -2.23 0.21
H 0.25 1.75 -1.59 0.23
H 1.94 1.98 -0.68 0.21
H 0.85 -1.99 -0.88 0.21
H -0.26 -0.85 -1.97 0.23
H -0.22 0.25 2.39 0.20
H 0.84 -1.11 1.80 0.20
H -1.46 -1.49 2.86 0.48
```

Values from the calculation:
* orbital gap: 9.93 eV
* SMILES: CN1C[C@]1(CO)[N+](=O)[O-]
* HOMO energy: -9.9 eV


Entry B
Density functional theory data (ωB97M-V/def2-TZVPD) for the molecule C4H8N2O3.

```
17
Properties=species:S:1:pos:R:3:nbo_charge:R:1
N 0.05 -2.11 -0.47 -0.86
C 0.58 -1.39 0.60 -0.30
C 1.45 -0.38 -0.07 0.67
O 2.40 -0.82 -0.80 -0.65
N 1.15 0.89 0.01 -0.59
C 0.00 1.58 0.49 -0.34
C -1.43 1.44 -0.02 0.78
O -2.31 2.17 0.37 -0.56
O -1.66 0.27 -0.85 -0.70
H 0.64 -2.16 -1.27 0.38
H -0.91 -2.13 -0.93 0.39
H -0.13 -0.88 1.20 0.19
H 1.15 -2.14 1.21 0.21
H 1.72 1.44 -0.62 0.41
H -0.26 1.33 1.56 0.24
H 0.13 2.65 0.45 0.25
H -2.58 0.25 -0.84 0.48
```

Values from the calculation:
* orbital gap: 9.13 eV
* SMILES: NCC(=O)NCC(=O)O
* HOMO energy: -8.8 eV


Entry C
Density functional theory data (ωB97M-V/def2-TZVPD) for a structure of composition C4H8N2O3.

```
17
Properties=species:S:1:pos:R:3:nbo_charge:R:1
C 1.39 0.87 1.75 -0.42
N 0.17 0.08 1.67 -0.53
C -0.76 0.29 0.75 0.51
O -1.81 -0.49 0.69 -0.58
H 0.24 -0.89 1.96 0.42
H -0.80 1.28 0.29 0.19
H 1.79 0.82 2.76 0.22
H 1.17 1.91 1.52 0.21
H 2.13 0.49 1.04 0.23
C 0.21 -0.59 -1.11 0.50
N 0.28 0.24 -2.17 -0.85
C -1.71 -0.98 -0.82 0.46
O 1.13 -1.27 -0.69 -0.67
O -2.43 -0.45 -1.62 -0.65
H -0.60 0.55 -2.57 0.42
H 1.09 0.22 -2.77 0.39
H -1.51 -2.05 -0.69 0.17
```

Values from the calculation:
* orbital gap: 8.12 eV
* HOMO energy: -7.9 eV


If we sort the structures by their calculated energies, the order from most to least stable is entry B, entry C, entry A.


Entry A
Density functional theory data (ωB97M-V/def2-TZVPD) for the molecule C4H8N2O3.

```
17
Properties=species:S:1:pos:R:3:nbo_charge:R:1
C -0.75 -1.43 -1.51 -0.72
C -0.89 0.01 -1.13 0.82
O -0.94 0.96 -1.85 -0.56
O -1.88 0.06 0.23 -0.56
C -0.97 -0.01 1.15 0.89
O -1.05 -0.26 2.33 -0.59
N 0.33 0.25 0.47 -0.32
C 0.77 1.65 0.52 -0.43
N 1.30 -0.72 0.83 -0.65
H -0.57 -2.07 -0.65 0.25
H 0.08 -1.53 -2.21 0.24
H -1.68 -1.73 -2.00 0.25
H -0.04 2.31 0.21 0.24
H 1.09 1.90 1.54 0.20
H 1.59 1.78 -0.19 0.21
H 1.43 -0.69 1.85 0.36
H 2.19 -0.48 0.40 0.36
```

Values from the calculation:
* orbital gap: 10.43 eV
* SMILES: CC(=O)OC(=O)N(C)N
* HOMO energy: -9.7 eV


Entry B
Density functional theory data (ωB97M-V/def2-TZVPD) for a structure of composition C4H8N2O3.

```
17
Properties=species:S:1:pos:R:3:nbo_charge:R:1
C -0.43 2.15 -0.59 -0.42
N 0.08 1.10 0.30 -0.50
C 1.20 0.05 -0.29 0.91
O 2.14 0.05 0.70 -0.73
O 1.46 -0.05 -1.46 -0.66
H 2.95 -0.31 0.32 0.50
H 0.48 1.48 1.15 0.42
H 0.32 2.93 -0.73 0.22
H -0.68 1.69 -1.54 0.24
H -1.31 2.58 -0.12 0.23
C -0.67 -2.41 0.15 -0.42
N -0.17 -1.06 0.29 -0.55
C -0.94 -0.06 0.61 0.77
O -2.10 0.18 0.87 -0.62
H -0.35 -3.01 1.01 0.20
H -1.76 -2.45 0.10 0.21
H -0.24 -2.86 -0.75 0.21
```

Values from the calculation:
* orbital gap: 9.93 eV
* HOMO energy: -9.3 eV


Entry C
Density functional theory data (ωB97M-V/def2-TZVPD) for a cluster of 4 separate species, C4H8N2O3 in total.

```
17
Properties=species:S:1:pos:R:3:nbo_charge:R:1
C 1.11 -0.21 0.23 0.82
C -1.04 -0.76 0.78 0.20
C -2.62 0.19 -0.71 0.12
C -2.45 1.36 -0.02 -0.55
H 3.46 0.89 -1.79 0.31
H 3.50 -1.02 -0.08 0.33
H 2.46 1.84 1.10 0.25
H -1.82 -0.28 1.55 0.18
H -0.51 -1.63 0.97 0.22
H -3.58 -0.29 -1.20 0.22
H -3.37 1.90 -0.47 0.23
H -1.65 1.64 0.66 0.25
N 3.36 0.48 -0.31 -0.57
N 2.00 0.75 -0.23 -0.35
O 1.06 -1.40 -0.20 -0.60
O -0.04 0.38 0.82 -0.54
O -1.77 -0.89 -0.46 -0.52
```

Values from the calculation:
* orbital gap: 7.63 eV
* HOMO energy: -9.2 eV


If we sort the structures by their calculated energies, the order from most to least stable is entry B, entry A, entry C.


Entry A
Density functional theory data (ωB97M-V/def2-TZVPD) for a cluster of 2 separate species, C11H16NO3 in total.

```
31
Properties=species:S:1:pos:R:3:nbo_charge:R:1
C -0.55 3.25 -2.69 -0.20
C 0.64 2.64 -3.04 -0.29
C 1.54 2.02 -2.10 0.20
C 1.28 1.94 -0.74 -0.21
C 2.24 1.31 0.08 -0.06
C 3.38 0.76 -0.51 -0.26
C 3.58 0.86 -1.85 0.09
N 2.67 1.48 -2.60 -0.43
H -1.36 2.62 -2.31 0.22
H -0.77 4.31 -2.82 0.23
H 0.89 2.60 -4.11 0.24
H 0.37 2.36 -0.32 0.26
H 2.06 1.27 1.15 0.26
H 4.13 0.24 0.08 0.26
H 4.47 0.46 -2.33 0.25
H 2.83 1.56 -3.60 0.44
C -2.48 -3.09 3.81 -0.64
C -2.46 -1.60 3.53 -0.07
O -1.43 -1.26 2.59 -0.50
C -1.69 -1.54 1.32 0.98
O -2.70 -2.03 0.89 -0.63
O -0.62 -1.19 0.58 -0.52
C -0.72 -1.51 -0.80 -0.25
H -1.50 -3.44 4.13 0.21
H -3.21 -3.32 4.59 0.23
H -2.75 -3.66 2.92 0.23
H -2.22 -1.06 4.45 0.20
H -3.43 -1.24 3.18 0.20
H -1.63 -1.08 -1.23 0.20
H -0.69 -2.58 -0.96 0.20
H 0.15 -1.06 -1.28 0.17
```

Values from the calculation:
* orbital gap: 7.19 eV
* total charge: +1
* HOMO energy: -12.5 eV


Entry B
Density functional theory data (ωB97M-V/def2-TZVPD) for a cluster of 2 separate species, C11H16NO3 in total.

```
31
Properties=species:S:1:pos:R:3:nbo_charge:R:1
C -2.34 0.70 -1.31 -0.35
C -1.03 0.44 -1.28 -0.05
N -0.07 1.25 -0.48 -0.53
C -0.16 2.75 -0.64 -0.23
C -0.09 3.47 0.69 0.08
C 1.20 3.18 1.47 -0.66
O -0.19 4.83 0.31 -0.70
H -2.77 1.67 -1.53 0.23
H -3.05 -0.10 -1.12 0.25
H -0.57 -0.36 -1.84 0.24
H -0.17 0.95 0.49 0.45
H 0.87 0.96 -0.75 0.46
H -1.09 3.01 -1.14 0.24
H 0.65 3.09 -1.30 0.24
H -0.97 3.19 1.29 0.17
H 1.06 2.37 2.19 0.22
H 2.04 2.94 0.81 0.22
H 1.49 4.05 2.05 0.24
H 0.05 5.39 1.05 0.49
C -0.31 -2.76 0.93 -0.26
C -0.77 -4.00 0.80 -0.19
C -0.07 -4.99 -0.06 0.46
O -0.49 -6.11 -0.19 -0.43
C 1.16 -4.54 -0.77 -0.19
C 1.62 -3.29 -0.63 -0.25
C 0.92 -2.32 0.23 0.51
O 1.34 -1.17 0.35 -0.59
H -0.79 -2.02 1.56 0.22
H -1.66 -4.35 1.31 0.25
H 1.66 -5.27 -1.39 0.25
H 2.51 -2.94 -1.13 0.24
```

Values from the calculation:
* orbital gap: 8.66 eV
* total charge: +1
* HOMO energy: -13.1 eV


If we sort the structures by their calculated energies, the order from most to least stable is entry A, entry B.